Here is 9 unconnected molecules or ions with the total composition C30H85N11O9 in a non-equilibrium geometry from the Open Molecules 2025 dataset. Energies are from the ωB97M-V functional and the def2-TZVPD basis.

Bonds (Å) are listed after each position.
CARTESIAN COORDINATES (ANGSTROEM)
1 H 15.267 0.819 -17.323  C92 1.094
2 C 10.885 -8.461 -10.598  H30 1.086, O52 1.420, H57 1.100, H95 1.093
3 H 15.419 -1.066 -15.564  C19 1.102
4 H 15.053 1.968 -7.978  C110 1.093
5 O 16.275 -0.626 -13.760  C19 1.406, C46 1.400
6 C 11.582 4.696 -13.203  H7 1.093, O40 1.400, H91 1.094, H100 1.093
7 H 10.600 4.734 -12.724  C6 1.093
8 N 13.277 -1.175 -9.436  H13 1.022, C48 1.483, H87 1.026
9 H 10.573 8.650 -15.593  N47 1.013
10 O 11.918 -3.585 -8.337  C108 1.418, C122 1.406
11 H 11.522 0.560 -8.430  C37 1.093
12 C 16.788 -1.498 -8.392  H21 1.097, O34 1.394, H56 1.094, H135 1.094
13 H 13.751 -2.067 -9.593  N8 1.022
14 C 10.315 1.366 -16.121  O83 1.413, H89 1.096, H116 1.093, H118 1.086
15 H 12.548 -3.643 -13.166  C41 1.094
16 H 3.107 0.724 -10.733  C68 1.093
17 C 11.431 -0.538 -12.714  N28 1.361, O66 1.241, N117 1.355
18 H 11.030 -2.207 -7.045  C122 1.096
19 C 16.010 -0.265 -15.093  H3 1.102, O5 1.406, C26 1.533, H130 1.091
20 C 15.457 2.273 -10.078  H33 1.096, H94 1.090, H102 1.090, C110 1.530
21 H 17.701 -1.641 -8.982  C12 1.097
22 H 13.280 6.963 -16.993  C76 1.097
23 H 15.419 -1.541 -12.116  C46 1.086
24 C 16.771 0.840 -8.436  O34 1.416, H49 1.095, H64 1.097, C110 1.516
25 H 3.973 1.394 -12.077  C68 1.088
26 C 15.325 1.096 -15.259  C19 1.533, N42 1.481, H75 1.095, C92 1.517
27 H 12.970 0.871 -7.519  C37 1.094
28 N 12.065 0.640 -12.469  C17 1.361, H103 1.003, H128 1.003
29 H 11.240 -4.270 -10.057  N84 1.025
30 H 10.001 -9.038 -10.344  C2 1.086
31 H 5.268 -2.083 -10.155  N107 1.016
32 H 6.503 0.097 -12.508  C62 1.096
33 H 15.029 1.317 -10.398  C20 1.096
34 O 16.047 -0.352 -8.679  C12 1.394, C24 1.416
35 C 10.881 -3.584 -15.733  O61 1.243, N96 1.363, N111 1.347
36 H 3.681 -1.709 -10.171  N107 1.016
37 C 12.180 0.129 -7.671  H11 1.093, H27 1.094, C48 1.528, H114 1.094
38 H 8.161 -1.944 -10.157  C88 1.096
39 C 9.768 3.885 -18.797  H71 1.098, C98 1.532, N101 1.443, C129 1.539
40 O 11.799 5.752 -14.095  C6 1.400, C93 1.422
41 C 12.783 -4.473 -12.493  H15 1.094, H63 1.097, C80 1.512, H120 1.087
42 N 16.318 2.192 -15.172  C26 1.481, H53 1.014, H133 1.016
43 H 16.290 4.126 -8.510  N73 1.016
44 H 6.873 0.116 -10.805  C62 1.096
45 H 10.753 7.620 -14.402  N47 1.012
46 C 15.203 -0.794 -12.875  O5 1.400, H23 1.086, H113 1.100, H124 1.096
47 N 10.412 7.679 -15.354  H9 1.013, H45 1.012, C112 1.477
48 C 12.638 -1.263 -8.101  N8 1.483, C37 1.528, H104 1.101, C122 1.537
49 H 17.129 0.833 -7.401  C24 1.095
50 H 12.220 8.403 -17.235  C76 1.091
51 H 12.749 -5.262 -7.428  C108 1.086
52 O 10.639 -7.217 -11.237  C2 1.420, C106 1.404
53 H 16.819 2.317 -16.045  N42 1.014
54 H 12.512 -7.026 -12.070  C106 1.098
55 H 14.185 2.205 -16.782  C92 1.085
56 H 17.054 -1.610 -7.336  C12 1.094
57 H 11.355 -8.286 -9.620  C2 1.100
58 H 12.063 -1.205 -10.892  N117 1.017
59 H 8.371 5.469 -18.829  C129 1.095
60 H 13.549 -3.682 -7.072  C108 1.092
61 O 10.960 -4.723 -16.225  C35 1.243
62 C 6.297 -0.422 -11.566  H32 1.096, H44 1.096, C86 1.533, O90 1.425
63 H 13.351 -4.001 -11.681  C41 1.097
64 H 17.655 0.886 -9.084  C24 1.097
65 H 10.834 -5.179 -12.794  C80 1.094
66 O 11.049 -0.903 -13.837  C17 1.241
67 H 7.615 3.951 -18.463  C129 1.089
68 C 4.115 0.883 -11.126  H16 1.093, H25 1.088, C86 1.515, H97 1.091
69 H 8.595 4.786 -17.187  C129 1.086
70 H 10.481 4.905 -15.377  C93 1.092
71 H 10.670 4.407 -18.452  C39 1.098
72 H 10.886 -2.244 -11.714  N117 1.010
73 N 16.670 3.253 -8.156  H43 1.016, H78 1.022, C110 1.470
74 H 8.727 -1.157 -11.653  C88 1.096
75 H 14.662 1.275 -14.406  C26 1.095
76 C 12.471 7.573 -16.572  H22 1.097, H50 1.091, C112 1.540, H115 1.092
77 H 8.407 -2.947 -11.621  C88 1.086
78 H 17.576 3.262 -8.626  N73 1.022
79 H 9.395 4.546 -20.726  N101 1.008
80 C 11.524 -5.107 -11.948  C41 1.512, H65 1.094, N84 1.463, C106 1.523
81 H 12.014 -1.835 -15.369  N96 1.007
82 H 4.423 -1.040 -12.117  C86 1.103
83 O 10.030 2.618 -16.712  C14 1.413, C98 1.419
84 N 10.793 -4.290 -10.979  H29 1.025, C80 1.463, H105 1.012
85 H 9.764 -2.261 -14.683  N111 1.012
86 C 4.796 -0.464 -11.254  C62 1.533, C68 1.515, H82 1.103, N107 1.465
87 H 14.066 -0.576 -9.170  N8 1.026
88 C 8.111 -1.969 -11.251  H38 1.096, H74 1.096, H77 1.086, O90 1.420
89 H 11.260 0.954 -16.490  C14 1.096
90 O 6.827 -1.722 -11.807  C62 1.425, C88 1.420
91 H 12.300 4.843 -12.390  C6 1.094
92 C 14.576 1.215 -16.573  H1 1.094, C26 1.517, H55 1.085, H125 1.094
93 C 11.394 5.500 -15.435  O40 1.422, H70 1.092, C112 1.536, H131 1.097
94 H 16.294 2.575 -10.707  C20 1.090
95 H 11.610 -8.979 -11.232  C2 1.093
96 N 11.942 -2.732 -15.821  C35 1.363, H81 1.007, H123 1.005
97 H 4.626 1.487 -10.375  C68 1.091
98 C 9.943 2.519 -18.125  C39 1.532, O83 1.419, H99 1.100, H134 1.097
99 H 10.836 2.022 -18.534  C98 1.100
100 H 11.792 3.696 -13.591  C6 1.093
101 N 9.627 3.704 -20.222  C39 1.443, H79 1.008, H119 1.012
102 H 14.672 3.024 -10.170  C20 1.090
103 H 12.155 1.304 -13.216  N28 1.003
104 H 13.370 -1.469 -7.304  C48 1.101
105 H 9.853 -4.619 -10.796  N84 1.012
106 C 11.831 -6.492 -11.394  O52 1.404, H54 1.098, C80 1.523, H126 1.101
107 N 4.611 -1.311 -10.073  H31 1.016, H36 1.016, C86 1.465
108 C 12.605 -4.199 -7.259  O10 1.418, H51 1.086, H60 1.092, H132 1.096
109 H 10.671 6.402 -17.124  C112 1.091
110 C 15.921 2.081 -8.632  H4 1.093, C20 1.530, C24 1.516, N73 1.470
111 N 9.724 -3.110 -15.231  C35 1.347, H85 1.012, H127 0.998
112 C 11.186 6.789 -16.244  N47 1.477, C76 1.540, C93 1.536, H109 1.091
113 H 14.294 -1.089 -13.420  C46 1.100
114 H 11.793 0.040 -6.652  C37 1.094
115 H 12.970 8.036 -15.718  C76 1.092
116 H 9.520 0.648 -16.341  C14 1.093
117 N 11.418 -1.387 -11.658  C17 1.355, H58 1.017, H72 1.010
118 H 10.433 1.529 -15.054  C14 1.086
119 H 10.456 3.277 -20.616  N101 1.012
120 H 13.418 -5.136 -13.078  C41 1.087
121 H 10.742 -1.948 -8.763  C122 1.093
122 C 11.488 -2.281 -8.037  O10 1.406, H18 1.096, C48 1.537, H121 1.093
123 H 12.762 -3.219 -16.136  N96 1.005
124 H 14.918 0.168 -12.435  C46 1.096
125 H 13.732 0.518 -16.551  C92 1.094
126 H 12.378 -6.347 -10.450  C106 1.101
127 H 8.874 -3.609 -15.387  N111 0.998
128 H 12.605 0.754 -11.631  N28 1.003
129 C 8.496 4.552 -18.244  C39 1.539, H59 1.095, H67 1.089, H69 1.086
130 H 17.005 -0.270 -15.540  C19 1.091
131 H 12.183 4.931 -15.942  C93 1.097
132 H 12.014 -4.098 -6.341  C108 1.096
133 H 16.998 1.928 -14.465  N42 1.016
134 H 9.132 1.803 -18.309  C98 1.097
135 H 16.210 -2.382 -8.673  C12 1.094

Highest occupied orbital energy: -8.9 eV
Kohn-Sham gap: 9.16 eV
Energy relative to the best compared isomer or geometry (same formula, charge and spin): 1.1241 eV
SMILES: COC[C@H](C)N.COC[C@H](C)N.COC[C@H](C)N.COC[C@H](C)N.COC[C@H](C)N.COC[C@H](C)N.COC[C@H](C)N.NC(N)=O.NC(N)=O
Lowest unoccupied orbital energy: 0.273 eV
M: 744.1 g mol⁻¹

Atomic partial charges in e from the Löwdin method, atoms 1 to 5: number 1, H, carries 0.086; number 2, C, carries -0.104; number 3, H, carries 0.124; number 4, H, carries 0.124; number 5, O, carries -0.186